[1]
Entry from the OMol25 dataset: a cluster of 2 separate species, C18H21Br2F4N6 in total (ωB97M-V with the def2-TZVPD basis set).

LUMO: -3.1 eV
Charge: +1
Highest occupied orbital energy: -10.490 eV
Gap between HOMO and LUMO: 7.4 eV

Cartesian coordinates (Å):
1 C 0.675 3.953 2.065
2 C -0.654 3.517 1.486
3 F -1.692 4.259 2.041
4 C -0.769 3.669 -0.043
5 C -0.316 2.442 -0.745
6 N 0.768 1.736 -0.442
7 C 0.777 0.703 -1.312
8 N 1.697 -0.240 -1.338
9 C 2.820 -0.288 -0.397
10 C 2.375 -0.250 1.074
11 C 3.003 -1.321 1.948
12 F 2.426 -2.525 1.641
13 Br 4.912 -1.453 1.698
14 C 2.713 -1.026 3.447
15 F 3.476 -0.013 3.885
16 F 1.426 -0.603 3.536
17 Br 2.940 -2.567 4.558
18 N -0.297 0.763 -2.148
19 C -0.715 -0.103 -3.197
20 C -2.059 -0.286 -3.453
21 C -2.385 -1.124 -4.501
22 C -1.373 -1.743 -5.206
23 C -0.064 -1.516 -4.828
24 N 0.271 -0.694 -3.836
25 N -0.978 1.895 -1.768
26 H 1.418 3.167 1.919
27 H 1.030 4.887 1.626
28 H 0.555 4.095 3.140
29 H -0.821 2.464 1.742
30 H -1.820 3.860 -0.273
31 H -0.161 4.512 -0.381
32 H 1.630 -0.945 -2.056
33 H 3.508 0.531 -0.612
34 H 3.356 -1.210 -0.616
35 H 2.621 0.724 1.504
36 H 1.294 -0.361 1.141
37 H -2.827 0.196 -2.860
38 H -3.421 -1.296 -4.759
39 H -1.591 -2.411 -6.028
40 H 0.753 -2.005 -5.346
41 H -1.832 2.197 -2.210
42 N -3.370 -2.320 1.838
43 C -2.797 -3.549 1.659
44 C -1.460 -3.433 1.927
45 C -1.215 -2.080 2.287
46 C -2.414 -1.417 2.218
47 H -4.345 -2.116 1.722
48 H -3.388 -4.399 1.367
49 H -0.738 -4.231 1.884
50 H -0.271 -1.651 2.572
51 H -2.672 -0.393 2.430

***

[2]
Entry from the OMol25 dataset: a structure of composition C20H29N10O3SSn (ωB97M-V with the def2-TZVPD basis set).

Energy relative to the best compared isomer or geometry (same formula, charge and spin): 90.48 kJ/mol
LUMO (alpha / beta): -11.7 / -11.6 eV
Charge: +3
Highest occupied orbital energy (alpha / beta): -17.457 / -17.459 eV
Gap between HOMO and LUMO (alpha / beta): 5.7 / 5.9 eV

Cartesian coordinates (Å):
1 Sn 1.763 -0.558 0.451
2 N -1.868 -0.839 -7.034
3 C -1.606 -0.999 -5.754
4 C -2.552 -1.682 -4.915
5 C -2.270 -1.854 -3.591
6 C -1.051 -1.372 -3.090
7 C -0.108 -0.684 -3.881
8 C -0.376 -0.495 -5.204
9 S -0.636 -1.758 -1.412
10 O -1.618 -2.637 -0.887
11 O 0.768 -2.103 -1.428
12 N -0.574 -0.344 -0.502
13 C -1.654 0.310 -0.112
14 N -1.426 1.159 0.944
15 C -2.485 1.767 1.412
16 C -3.770 1.560 0.845
17 C -3.871 0.722 -0.301
18 N -2.829 0.110 -0.795
19 H -2.720 -1.198 -7.452
20 H -1.219 -0.370 -7.657
21 H -3.468 -2.070 -5.345
22 H -2.950 -2.385 -2.937
23 H 0.825 -0.350 -3.441
24 H 0.334 0.003 -5.854
25 H -2.346 2.438 2.251
26 H -4.647 2.040 1.260
27 H -4.819 0.585 -0.808
28 N 3.211 4.255 2.287
29 N 2.645 3.039 2.526
30 N 2.127 2.745 3.696
31 C 1.632 1.536 3.470
32 N 1.853 1.142 2.213
33 N 2.510 2.138 1.611
34 H 3.432 4.714 3.160
35 H 3.956 4.189 1.609
36 H 1.128 0.949 4.219
37 C -2.064 -2.330 4.340
38 C -0.590 -2.767 4.308
39 C -0.473 -4.290 4.135
40 C 0.142 -2.305 5.579
41 C 0.054 -2.119 3.148
42 N 0.553 -1.641 2.229
43 H -2.527 -2.770 5.222
44 H -2.601 -2.683 3.459
45 H -2.159 -1.245 4.411
46 H -0.938 -4.762 5.001
47 H 0.567 -4.609 4.088
48 H -0.991 -4.630 3.239
49 H -0.293 -2.828 6.430
50 H 0.017 -1.234 5.744
51 H 1.205 -2.544 5.541
52 C 3.698 2.605 -2.006
53 C 2.312 3.215 -2.230
54 C 1.363 2.151 -1.679
55 O 2.121 0.906 -1.625
56 C 3.433 1.132 -2.216
57 H 4.039 2.777 -0.984
58 H 4.448 2.989 -2.694
59 H 2.137 3.378 -3.293
60 H 2.181 4.168 -1.722
61 H 0.481 2.001 -2.306
62 H 1.033 2.388 -0.666
63 H 3.388 0.881 -3.278
64 H 4.141 0.467 -1.728

***

[3]
Entry from the OMol25 dataset: a cluster of 2 separate species, C3H12N2OS in total (ωB97M-V with the def2-TZVPD basis set).

Energy relative to the best compared isomer or geometry (same formula, charge and spin): 38.62 kJ/mol
Structure (SMILES): NC[C@@H](N)CS.O
LUMO: 0.5 eV
Highest occupied orbital energy: -8.665 eV
Gap between HOMO and LUMO: 9.1 eV

Cartesian coordinates (Å):
1 N -1.273 -1.607 1.515
2 C -0.946 -1.180 0.154
3 C 0.358 -0.382 0.050
4 N 1.465 -1.127 0.600
5 C 0.512 0.058 -1.416
6 S 1.926 1.209 -1.653
7 H -1.070 -2.569 1.718
8 H -0.973 -1.011 2.265
9 H -1.786 -0.586 -0.187
10 H -0.800 -2.105 -0.407
11 H 0.203 0.576 0.552
12 H 2.288 -0.534 0.540
13 H 1.682 -1.886 -0.042
14 H -0.361 0.638 -1.731
15 H 0.622 -0.758 -2.143
16 H 1.457 2.104 -0.777
17 O -1.138 2.813 0.014
18 H -0.788 3.711 0.010
19 H -1.377 2.637 0.937

***

no.,maximum force (eV Å⁻¹)
1,0.49
2,0.51
3,1.59